ORCA calculation (ωB97M-V/def2-TZVPD) on the ion C2H6BrClP with charge +1 at a distorted geometry.

XYZ file:
```
11
Properties=species:S:1:pos:R:3:forces:R:3
H 0.560 1.284 1.644 0.41 1.22 -0.84
P -0.576 -0.341 0.033 -0.32 3.60 0.88
H 0.029 0.004 2.455 0.28 -1.49 0.71
H 1.230 0.226 -1.189 -0.13 0.30 -0.71
Br -2.437 0.940 0.001 1.24 -0.97 0.22
H -0.296 0.817 -2.035 0.50 -0.14 0.45
H 1.446 -0.189 1.185 2.43 -1.13 0.39
Cl -1.070 -2.163 0.151 -0.46 -1.95 0.42
C 0.219 -0.032 -1.551 0.37 2.37 1.73
H 0.302 -0.771 -2.268 -0.11 -2.09 -1.01
C 0.592 0.225 1.575 -4.21 0.28 -2.24
```
Positions in Å, forces in eV/Å.

Computed properties:
E (Eh): -3455.11029
Charge: +1
HOMO (eV): -15.620
E_LUMO (eV): -4.77
Molar mass (g/mol): 176.40
Frontier orbital gap (eV): 10.8536

---

ORCA calculation (ωB97M-V/def2-TZVPD) on a cluster of 5 separate species, C6H20O6 in total.

XYZ file:
```
32
Properties=species:S:1:pos:R:3:forces:R:3
H -1.792 -3.306 0.888 0.07 -0.04 -0.06
O 0.471 -2.944 0.663 0.19 0.01 0.02
C 0.075 0.105 -0.168 0.17 0.12 0.03
O 1.909 4.772 0.737 0.01 -0.08 -0.06
O -1.544 -4.879 0.154 -0.11 -0.01 -0.09
H 1.399 5.586 0.685 -0.01 -0.01 -0.04
H 1.427 3.337 3.658 0.04 0.05 -0.06
O -2.042 -4.106 -2.509 -0.14 0.05 -0.12
H -0.754 1.860 0.789 -0.20 -0.06 -0.11
H 1.680 4.268 -0.053 0.00 0.07 0.01
C 1.335 -0.298 -0.935 -0.06 -0.17 0.07
H -0.334 3.471 -0.963 0.06 0.02 -0.17
H -0.963 2.040 -1.787 0.02 0.10 -0.03
H -0.600 -4.671 0.231 0.04 0.04 0.01
H 0.910 -0.531 1.725 0.10 -0.14 -0.11
C -0.026 -0.642 1.175 0.24 0.35 0.09
O 0.892 3.158 2.880 -0.03 0.01 -0.13
O -1.635 -2.355 1.117 -0.09 0.11 0.06
H -1.759 -4.683 -0.777 0.09 -0.10 0.14
H 0.773 2.352 -1.819 0.02 0.15 -0.12
H -1.662 -4.598 -3.245 -0.05 0.02 0.03
H -2.959 -3.929 -2.751 0.14 -0.04 0.00
H 1.312 0.024 -1.978 -0.04 0.01 0.06
H -0.796 -0.180 1.788 -0.19 -0.08 -0.02
H 1.473 -1.378 -0.905 -0.03 -0.03 -0.14
H 0.947 1.900 0.620 0.14 -0.02 -0.09
H 1.272 3.693 2.160 0.00 -0.04 0.31
C 0.040 1.612 0.083 -0.06 0.10 0.00
C -0.123 2.427 -1.205 -0.01 -0.26 0.43
H -0.799 -0.152 -0.772 -0.14 -0.08 -0.01
C -0.336 -2.092 0.972 -0.25 -0.16 0.03
H 2.210 0.141 -0.458 0.12 0.11 0.04
```
Positions in Å, forces in eV/Å.

Computed properties:
E (Eh): -692.09196
HOMO (eV): -9.935
E_LUMO (eV): 0.36
Molar mass (g/mol): 188.22
Frontier orbital gap (eV): 10.2974

---

ORCA calculation (ωB97M-V/def2-TZVPD) on a structure of composition C24H43ClN4O2Pd at a distorted geometry.

XYZ file:
```
75
Properties=species:S:1:pos:R:3:forces:R:3
H -1.346 2.131 0.251 0.15 0.40 0.19
H -2.831 0.816 -3.039 0.24 0.02 0.27
H -3.505 -2.819 2.156 0.14 -0.34 -0.10
C 0.622 -3.321 -1.251 0.01 -0.42 0.32
C -1.447 3.001 2.231 0.02 -0.59 0.36
H -3.332 3.168 3.336 0.12 -0.17 -0.20
H -2.362 0.612 -5.461 0.23 0.11 0.02
H 3.131 0.938 2.481 -0.08 -0.10 -0.15
C 1.460 -2.924 -2.444 -0.02 1.08 -0.42
H -2.111 2.358 -5.237 0.03 -0.15 -0.14
H 2.315 0.027 1.163 0.41 -0.05 0.65
H 0.109 3.045 0.748 -0.07 -0.09 -0.16
O -2.784 -0.007 2.704 -0.43 -0.45 -0.83
N -0.814 1.812 2.871 -1.11 -0.16 -0.01
H 3.452 -3.086 -1.656 0.07 0.09 0.23
H 3.267 -1.891 -2.937 -0.01 0.06 0.06
H 0.030 0.003 5.413 0.26 -0.10 -0.03
H -1.804 1.825 4.816 -0.03 0.26 -0.07
C 0.907 -1.810 -4.579 -0.28 0.59 -0.27
H 0.160 -0.265 -5.955 0.00 -0.08 -0.12
H 0.414 -2.467 -0.586 0.03 -0.26 -0.24
H 0.161 4.263 2.942 -0.21 0.00 0.17
H -1.271 4.240 4.038 0.18 -0.06 -0.35
C -1.914 1.379 -2.812 -0.28 0.27 0.07
H -2.833 -2.212 3.669 0.10 -0.08 0.00
C 2.768 -0.050 2.170 0.11 -0.05 -0.39
O -2.019 -0.920 0.752 -0.54 -0.08 1.69
H 2.123 -2.679 2.846 -0.26 0.14 0.05
H 2.874 0.396 4.812 -0.15 -0.16 0.09
C -2.634 -2.342 2.606 -0.04 -0.10 -0.09
C -0.907 1.198 -3.933 0.80 -0.53 0.10
C 0.025 0.926 2.289 1.28 1.25 0.41
H -2.173 2.450 -2.778 0.00 -0.32 0.18
H -0.158 3.218 -3.952 0.11 0.07 0.02
C 1.287 -1.962 2.855 0.07 -0.67 -0.25
H -1.720 -2.927 2.447 -0.35 -0.05 -0.08
H 0.526 -2.309 3.574 0.28 0.12 -0.18
H 1.173 -4.092 -0.694 -0.16 0.20 0.13
N 0.713 -1.917 -3.218 1.70 -3.58 -0.04
H 1.959 -1.041 5.375 0.23 0.11 -0.30
H 3.451 -1.219 4.403 -0.36 0.10 0.17
H 1.454 -2.536 -5.145 -0.06 0.02 -0.07
C 1.789 -4.132 -3.318 -0.09 -0.33 0.17
C 0.266 -0.697 -4.982 0.38 -0.61 0.28
C -1.603 1.386 -5.283 -0.31 0.22 0.01
Pd -0.031 0.153 0.404 -0.64 -0.29 -0.29
H -1.372 3.917 0.305 -0.02 0.01 0.00
H 0.716 2.110 -2.835 -0.19 0.11 -0.41
H 2.495 -3.872 -4.117 -0.18 -0.14 0.19
H 2.666 -1.498 -1.313 0.04 -0.19 -0.16
H 0.985 2.006 -4.591 -0.08 0.03 0.05
C -1.024 1.446 4.186 0.35 0.30 0.34
H -1.505 1.070 -1.835 -0.19 0.10 -0.40
C -0.980 3.019 0.793 -0.27 0.33 -0.36
C -2.494 -0.970 1.974 1.06 0.68 -0.85
C -0.020 -0.872 -2.743 -0.30 0.10 1.05
H -3.369 2.002 1.979 0.18 0.25 0.13
H 0.894 -4.605 -3.739 0.11 0.12 -0.02
C -0.936 4.230 2.989 0.22 0.16 -0.19
N -0.312 -0.145 -3.856 -2.06 2.71 -2.17
H 0.842 -1.953 1.848 0.00 0.04 0.23
H -3.379 3.776 1.670 0.20 -0.28 0.26
Cl 1.661 0.913 -1.070 0.45 0.18 -0.10
H -1.313 5.132 2.489 -0.01 -0.09 0.14
N 0.640 0.323 3.335 -0.70 -0.85 -0.40
C -2.975 2.970 2.314 -0.36 0.05 -0.23
C 0.232 2.202 -3.819 0.09 0.46 0.27
C 2.791 -2.306 -2.043 0.36 0.06 0.35
H -0.325 -3.761 -1.588 0.06 0.17 0.12
H 3.636 -0.727 2.138 -0.24 0.16 -0.07
C -0.115 0.501 4.474 0.06 0.61 0.71
C 2.539 -0.615 4.540 0.36 -0.08 0.37
H -0.898 1.421 -6.126 -0.23 0.00 0.24
H 2.288 -4.856 -2.665 -0.06 -0.03 -0.15
C 1.796 -0.580 3.214 -0.13 -0.21 0.17
```
Positions in Å, forces in eV/Å.

Computed properties:
E (Eh): -1897.66508
Charge: -2
2S+1: 5
HOMO (alpha / beta) (eV): 2.984 / -2.481
E_LUMO (alpha / beta) (eV): 4.40 / 4.12
Molar mass (g/mol): 561.51
Frontier orbital gap (alpha / beta) (eV): 1.4198 / 6.6035

---

ORCA calculation (ωB97M-V/def2-TZVPD) on a structure of composition C30H46N3O4OsP2S2 at a distorted geometry.

XYZ file:
```
88
Properties=species:S:1:pos:R:3:forces:R:3
H 3.988 -2.755 2.086 0.03 0.03 -0.03
H -5.314 0.536 2.840 0.03 0.01 -0.02
H -4.678 -1.541 4.531 0.03 -0.03 -0.02
N -2.808 -1.452 3.454 0.03 -0.17 0.14
C 3.681 -0.741 2.766 -0.08 0.13 0.04
H -0.505 1.793 -3.511 0.01 0.01 -0.03
C -0.750 0.967 -4.178 -0.07 -0.02 0.02
C 2.067 0.560 1.472 0.14 0.58 0.38
H 2.394 -4.482 -4.982 -0.02 -0.01 -0.02
H -2.164 -0.660 -4.294 0.05 -0.02 -0.02
H -1.284 -2.080 4.756 -0.03 0.02 0.03
H -3.531 1.391 -4.320 0.01 -0.03 -0.01
H -2.883 1.883 -2.754 -0.02 0.03 -0.01
H 0.094 3.617 2.673 0.00 0.05 0.01
C 2.954 0.428 2.532 0.13 -0.13 -0.13
C 1.988 3.094 0.196 -0.27 0.04 -0.13
H 3.339 -1.292 -1.520 0.01 -0.09 -0.01
H -3.932 -1.733 -3.488 0.00 -0.03 -0.03
H -0.921 1.649 3.574 0.00 -0.02 0.02
Os -0.579 0.644 -0.215 1.18 -1.00 0.22
H 2.127 -3.069 -5.993 -0.01 -0.01 0.00
C 1.705 -3.661 -5.179 0.02 0.03 0.07
C -1.912 0.149 -3.604 0.19 0.24 0.07
H 2.835 3.618 2.720 0.03 0.03 0.04
H -3.946 0.481 -2.862 -0.04 0.03 -0.04
H 4.038 -1.202 4.823 0.03 0.00 0.01
H 2.946 3.136 -1.733 0.01 0.00 0.02
C -2.335 -0.674 2.467 0.09 -0.03 -0.19
H -2.718 -3.127 4.689 -0.03 0.00 -0.02
H -3.460 -1.345 -1.067 -0.01 0.04 -0.01
H 1.385 2.317 -1.740 0.05 0.04 -0.06
C -2.736 -1.909 -1.663 0.20 -0.18 -0.13
O -2.953 3.920 -0.203 -0.25 -0.40 -0.89
C 1.525 -2.809 -3.954 -0.02 0.00 -0.05
H 2.147 5.116 -0.519 0.02 0.00 0.04
H -2.932 -3.617 -0.343 0.01 -0.02 -0.05
H 0.497 4.489 -0.534 0.02 0.03 -0.03
H -2.720 -3.027 -3.529 -0.03 0.00 0.00
H -3.201 0.877 1.390 0.13 0.17 -0.15
H -1.544 -3.114 3.349 -0.07 -0.04 -0.03
H 5.012 0.131 4.209 0.03 -0.02 0.01
H 2.468 -2.553 0.182 0.03 -0.02 0.06
C -3.429 -2.493 -2.893 -0.08 0.03 0.11
H -1.515 -2.618 0.002 -0.01 -0.04 0.05
H 3.615 -2.740 -3.462 -0.02 0.02 -0.03
C -2.137 -3.022 -0.796 -0.02 0.06 -0.02
C 3.484 -1.814 1.904 0.00 -0.04 0.01
C 2.618 -2.421 -3.181 0.01 0.04 0.05
H 0.040 2.377 4.863 0.01 -0.01 0.00
C 1.933 -0.513 0.591 0.25 -0.33 -0.18
C 2.071 3.411 3.466 -0.06 0.03 -0.11
H 1.827 4.360 3.945 -0.02 -0.02 0.00
C 1.196 -1.208 -1.657 0.35 0.11 0.03
H 1.231 4.984 0.989 -0.01 0.03 -0.02
N -3.301 0.186 2.146 -0.38 -0.21 0.41
H -4.186 -3.212 -2.573 0.03 0.00 -0.01
C -2.043 -2.510 4.104 0.06 0.12 -0.02
O -2.561 1.479 0.082 0.53 0.42 -0.57
C 0.108 -1.526 -2.462 -0.11 -0.11 0.14
H -1.041 1.388 -5.142 -0.02 0.01 0.02
C 2.633 -1.699 0.823 -0.24 -0.16 -0.03
C -3.146 1.026 -3.367 -0.02 -0.14 0.04
C 2.464 -1.627 -2.060 0.15 0.22 0.05
C -4.413 -0.044 2.932 0.13 0.01 -0.06
H 2.503 2.774 4.237 0.01 0.00 -0.01
O -1.107 2.663 -1.383 -0.05 -1.17 1.00
H -1.516 -3.684 -1.404 -0.03 -0.01 0.02
C 1.427 4.506 0.028 0.03 -0.03 0.10
H -0.586 -2.570 -4.196 0.02 0.03 -0.01
H 3.101 1.251 3.213 -0.02 0.01 -0.01
C 0.097 1.878 3.894 -0.14 0.09 -0.04
S -1.965 2.899 -0.149 -0.58 0.73 0.16
C 0.780 2.803 2.886 -0.17 -0.16 0.04
S -0.737 -0.826 1.820 -0.38 0.68 -0.78
C 4.595 -0.842 3.954 -0.07 -0.03 -0.05
C 0.275 -2.325 -3.584 0.01 -0.06 0.00
H 2.818 1.511 -1.062 0.00 0.00 -0.04
H 0.640 0.939 4.016 0.02 0.02 0.05
H 2.916 3.130 0.771 0.04 0.07 -0.02
H 0.143 0.360 -4.333 0.00 0.02 -0.04
H 5.411 -1.540 3.771 0.00 0.02 0.00
O -1.051 3.091 0.964 -0.14 1.55 1.02
C 2.300 2.465 -1.165 -0.04 0.00 0.10
N 0.994 -0.389 -0.479 -0.65 0.22 -0.37
H 0.757 -4.073 -5.519 0.01 -0.01 0.00
P 0.895 1.994 1.220 0.71 -1.31 -0.40
C -4.106 -1.064 3.755 0.11 -0.08 0.10
P -1.415 -0.668 -2.032 -0.81 0.16 0.24
```
Positions in Å, forces in eV/Å.

Computed properties:
E (Eh): -3205.61793
Charge: +1
HOMO (alpha / beta) (eV): -10.364 / -10.407
E_LUMO (alpha / beta) (eV): -4.56 / -4.71
Molar mass (g/mol): 829.03
Frontier orbital gap (alpha / beta) (eV): 5.8054 / 5.6956